Record 1
39
Properties=species:S:1:pos:R:3 method="wB97M-V/def2-TZVPD" total_charge=-1 orbital_gap_ev=6.91
Ga 1.484 0.344 -0.663
H -1.812 -3.531 -2.089
O -1.299 3.090 2.299
H 0.914 -0.476 -4.887
H -3.894 -3.549 -0.064
C 1.010 -0.277 -3.822
Br -1.675 0.522 -4.233
H 2.571 4.071 3.745
H -2.783 -2.251 0.341
H 2.677 1.429 -0.702
H -1.003 0.547 -1.559
O -0.381 2.905 4.569
H -2.242 -4.791 -0.943
S -0.300 2.398 3.034
C -1.957 -3.742 -1.025
O 2.093 -1.410 -1.059
C -0.153 -2.283 -0.506
H 0.453 1.793 -3.821
C 1.489 3.985 3.692
H 2.044 -0.058 -3.560
H -3.586 -2.288 -1.238
C 1.347 -2.497 -0.591
H 0.731 -1.189 -3.302
C -0.060 0.988 -1.865
H -0.517 -1.895 -1.457
H 1.055 4.951 3.421
H 0.919 0.316 0.834
H -0.160 2.055 -1.652
H 0.727 4.215 5.722
O 1.135 3.027 2.696
C 0.129 0.864 -3.365
H 1.742 -2.867 0.365
O -0.763 -3.587 -0.302
C -3.120 -2.896 -0.464
H 1.473 -3.326 -1.304
C 0.880 3.443 4.971
O -0.212 0.990 3.058
H 1.487 2.637 5.390
H -0.443 -1.658 0.334

---

Record 2
9
Properties=species:S:1:pos:R:3 method="wB97M-V/def2-TZVPD" total_charge=+1 orbital_gap_ev="7.95 / 9.18" e_above_lowest_kcal_mol=4.75
O -1.264 -1.119 -0.047
O 1.020 1.493 -0.229
O -0.362 -0.459 -1.010
H 1.541 1.139 0.550
H -0.666 1.864 -0.592
O -0.510 -1.573 1.006
H -0.399 -2.584 0.807
O -0.196 1.603 0.257
O 0.836 -0.364 -0.740

---

Record 3
76
Properties=species:S:1:pos:R:3 method="wB97M-V/def2-TZVPD" total_charge=0 orbital_gap_ev="5.93 / 4.75" e_above_lowest_kcal_mol=55.20
H 1.047 -1.193 2.627
H 1.300 -0.946 -1.001
C 1.496 -4.282 0.559
H 1.936 -3.665 -0.215
C 0.663 0.493 1.325
H 1.815 -1.371 1.103
C 0.281 -4.768 2.393
F -5.078 -1.660 0.467
H 4.687 0.790 -1.979
C -0.563 1.858 5.354
H 3.723 0.078 -0.761
N -0.087 -2.481 -0.581
H 1.490 3.608 -4.163
C -2.003 3.449 0.142
H 3.638 2.790 -1.855
F -4.916 -3.365 2.740
C -0.884 -3.305 -1.393
H 0.962 3.618 1.515
C -0.825 -2.866 -2.702
H -0.425 -4.584 3.163
C 1.312 2.559 -3.968
C 2.845 -0.152 -2.666
H -3.097 2.267 3.232
C -0.321 4.939 0.248
C -0.069 1.406 4.146
C 1.009 -5.897 2.070
H -3.846 -0.308 -1.287
N -1.078 1.503 3.185
C -3.257 0.573 -0.890
H -2.591 2.699 5.877
H 2.960 -1.238 -2.516
C 0.126 -1.799 -2.752
H -0.006 1.862 6.286
H -2.169 5.343 -0.976
O -2.244 -1.944 0.430
C 3.639 0.658 -1.681
C 0.040 3.824 0.991
P -0.491 -2.317 1.155
C 2.364 0.319 -3.820
H -0.178 2.845 -2.459
H 0.305 5.822 0.086
C -1.904 2.295 5.138
P -1.064 1.118 1.511
C 2.527 1.711 -4.337
H 2.568 1.688 -5.429
C 0.819 2.345 -2.545
H 0.979 0.716 0.296
F -2.328 -3.793 2.152
H 2.392 -6.267 0.308
Te -3.725 -2.691 1.376
H -3.841 1.428 -1.298
H 0.875 0.971 3.868
H 0.514 -1.281 -3.640
N -0.989 2.886 0.934
C -1.596 4.693 -0.308
H 3.408 2.227 -3.949
F -3.288 -1.267 2.596
H 3.344 2.216 -0.273
H -1.359 -3.279 -3.551
H -1.544 -4.024 -0.938
H 2.008 -0.369 -4.589
C 0.874 -1.027 1.553
C 1.751 -5.604 0.889
H 1.363 1.064 1.966
H 0.477 2.253 -4.588
C -2.191 2.108 3.800
Pb -1.083 0.754 -2.085
C 1.596 2.177 -1.440
H -3.328 0.623 0.209
H -2.947 2.945 0.045
C 0.515 -1.544 -1.415
H 0.974 -6.845 2.572
F -4.039 -4.185 0.168
C 3.079 2.018 -1.325
N 0.491 -3.797 1.418
H 1.163 2.570 -0.520

---

Record 4
59
Properties=species:S:1:pos:R:3 method="wB97M-V/def2-TZVPD" total_charge=+1 orbital_gap_ev=6.71
C -3.993 2.386 -2.514
C 2.282 -2.113 4.504
H -5.057 2.537 -2.695
H 0.244 -2.795 7.726
H -0.002 3.959 1.931
C 0.888 -1.757 4.538
C 0.822 -2.609 6.832
H -3.870 1.456 -1.958
H 0.022 -2.390 -3.769
H 1.396 0.670 -2.097
H -3.632 3.224 -1.920
H -2.806 -2.295 -0.821
C -1.213 1.989 -3.929
N 2.988 -1.865 3.358
H -2.418 -2.752 -2.496
H -4.782 0.704 -5.217
C 4.277 -3.030 5.529
C -0.615 1.313 -2.672
H 1.158 4.483 -1.178
H -1.465 -0.494 -3.473
H 2.393 3.223 -1.387
C -0.622 3.552 1.134
C -0.836 2.261 -1.473
H -0.874 3.291 -1.837
H -0.725 2.960 -4.051
H 4.793 -1.973 2.384
H -3.796 -0.134 -4.010
Ba 1.321 -0.689 1.441
C -3.772 0.586 -4.826
C 0.206 -2.022 5.713
As -3.137 2.364 -4.282
H -0.926 1.405 -4.811
O 0.312 -1.208 3.495
C 2.909 -2.706 5.631
H -1.015 4.372 0.534
I -1.807 -1.526 5.816
As -0.485 -1.499 -1.444
C 4.265 -2.184 3.309
C 2.141 -2.944 6.797
H 6.006 -3.009 4.269
H -1.449 3.002 1.580
H 0.791 -3.393 -2.525
H 4.774 -3.483 6.376
C 4.958 -2.771 4.374
C 1.705 3.682 -0.681
C 0.579 -2.370 -2.832
H -3.145 0.206 -5.633
H -1.804 2.070 -1.007
H -1.741 -3.673 -1.135
H 1.521 -1.848 -2.989
As 0.450 2.367 0.019
H 2.280 4.102 0.143
C 0.879 1.120 -2.954
H 1.030 0.468 -3.815
H -2.302 0.098 -2.056
Cl 2.878 -3.667 8.191
C -1.309 -0.045 -2.488
H 1.360 2.074 -3.174
C -2.030 -2.682 -1.479

---

Record 5
73
Properties=species:S:1:pos:R:3 method="wB97M-V/def2-TZVPD" total_charge=0 orbital_gap_ev=9.38 e_above_lowest_kcal_mol=80.76
C -4.850 2.124 -2.191
H 2.988 -1.510 -2.083
H -3.351 0.582 -1.718
H -0.502 1.130 -2.500
O 1.852 -3.252 -3.519
O -3.858 2.797 -2.920
H 2.020 0.683 2.098
C 3.080 -1.041 2.293
H 0.072 3.340 -0.277
H 2.419 0.474 -3.038
O -0.286 -0.149 4.091
C -2.759 -2.287 -0.308
C 4.198 -1.043 3.339
H 4.290 1.243 -2.375
H -0.466 0.814 7.340
C -0.477 1.528 0.721
C -0.762 0.205 6.512
C -4.093 1.260 -1.241
H 2.499 -2.654 -0.751
O -5.075 0.499 -0.598
C 1.251 -2.263 -2.735
O 0.810 1.686 -1.169
H 2.435 2.278 -3.484
C 2.863 1.136 -5.063
H 2.424 -2.880 -4.188
H 0.964 -1.256 -0.212
H 4.797 -2.709 2.870
H 1.365 1.146 -6.396
O 1.663 -0.881 -0.763
C -0.388 0.795 5.143
O -2.153 -0.044 6.485
H 1.191 0.806 -0.922
O 0.124 0.388 1.285
C 2.183 -1.931 -1.512
O 4.410 -2.351 3.658
H 2.167 -1.253 2.854
H -0.942 1.644 4.799
C 2.928 1.341 -3.582
H 5.071 -0.859 2.758
H -3.485 -0.645 1.040
H -2.421 -3.364 -0.204
H -5.253 1.380 -2.853
O -3.994 -2.183 -1.034
H 0.317 -2.635 -2.427
H -0.085 -0.658 6.700
H -1.065 -0.711 4.195
H -0.890 2.119 1.548
H 1.030 -1.430 -3.394
H 3.254 0.197 -5.501
H -5.696 1.086 -0.239
O 1.535 1.197 -5.412
O -1.636 -1.548 1.561
C -2.969 -1.629 1.055
H -1.364 1.301 0.186
O 2.867 0.282 1.820
H -5.623 2.807 -1.743
H -0.565 -0.233 1.582
H 3.177 -1.746 1.503
H -3.357 -2.328 1.772
O 4.226 1.526 -3.250
H -3.628 2.226 -3.656
H -4.309 -1.311 -0.845
H -1.983 -1.778 -0.859
O -0.681 0.710 -3.359
H -3.512 1.784 -0.474
H -2.267 -0.716 7.135
C 0.481 2.355 -0.052
H -1.549 -2.184 2.306
H 0.658 1.213 5.221
H 1.472 2.478 0.520
H 3.301 1.981 -5.613
H 4.124 -0.342 4.087
H -0.215 1.263 -4.012

---

Record 6
13
Properties=species:S:1:pos:R:3 method="wB97M-V/def2-TZVPD" total_charge=0 orbital_gap_ev="9.64 / 9.64" e_above_lowest_kcal_mol=14.97
C 4.037 -0.152 -0.272
Cl 4.227 -1.771 -0.589
Br 5.513 0.859 0.266
O 2.093 -0.933 1.529
H 0.239 -2.895 -1.531
C 1.494 -1.120 0.581
N 2.939 0.506 -0.345
O 2.767 1.714 -0.197
O 1.797 -0.326 -0.536
O 0.532 -1.942 0.395
H -1.108 -2.565 -0.822
H -0.142 -1.095 -1.403
C -0.138 -2.091 -0.834

---

In order of appearance, molar mass = 407.0, 99.0, 923.3, 825.9, 452.5, 232.4 g mol⁻¹.